Computed, not measured: a molecular structure, C27H30F5N5O5SSeTeW, with ωB97M-V/def2-TZVPD.

Values from the calculation:
E_LUMO: 3.886 eV
Electronic energy: -5331.03223 hartree
ΔE to the lowest compared entry with this formula, charge and spin: 63.8 kcal per mole

Structure (ORCA input):
```
! wB97M-V def2-TZVPD RIJCOSX def2/J DEFGRID3
* xyz -2 1
W -0.321 0.121 0.344
C 2.708 3.005 2.495
C 1.664 2.187 3.258
C 0.206 2.496 2.920
N -0.280 2.222 1.560
C -1.090 3.079 1.045
C -1.689 4.206 1.720
C -2.094 5.400 1.193
C -2.021 5.860 -0.135
C -1.841 5.062 -1.240
C -1.809 3.666 -1.312
C -1.618 2.728 -0.297
N -1.875 1.428 -0.389
C -3.047 0.991 -1.155
C -2.787 -0.242 -2.000
C -1.504 -0.060 -2.770
N -0.332 0.146 -1.905
C 0.799 0.385 -2.499
C 0.965 0.329 -3.923
C 2.085 0.425 -4.693
C 3.436 0.579 -4.324
C 3.896 0.776 -3.055
C 3.175 0.965 -1.864
C 1.824 0.883 -1.590
N 1.292 1.375 -0.433
C 2.030 2.551 0.065
C 3.092 2.363 1.161
H 2.350 4.031 2.334
H 3.609 3.073 3.113
H 1.888 1.138 3.115
H 1.755 2.391 4.330
H -0.428 1.928 3.609
H 0.069 3.559 3.126
H -1.810 4.093 2.789
H -2.463 6.119 1.920
H -2.185 6.919 -0.301
H -1.819 5.571 -2.199
H -1.918 3.238 -2.302
H -3.836 0.767 -0.428
H -3.388 1.819 -1.781
H -2.708 -1.117 -1.368
H -3.614 -0.404 -2.696
H -1.336 -0.935 -3.405
H -1.598 0.835 -3.404
H 0.063 0.136 -4.479
H 1.904 0.315 -5.758
H 4.169 0.544 -5.121
H 4.973 0.859 -2.947
H 3.787 1.210 -1.006
H 2.504 3.007 -0.807
H 1.291 3.265 0.417
H 3.261 1.301 1.325
H 4.033 2.803 0.812
O 3.015 -0.702 1.888
S 1.707 -1.282 1.709
O 1.517 -2.508 2.412
O 1.323 -1.256 0.226
O 0.603 -0.226 2.134
Se 0.158 -2.909 -2.349
C 0.744 -4.562 -3.006
C 1.100 -5.621 -2.150
C 1.529 -6.823 -2.676
N 1.645 -7.098 -3.983
C 1.304 -6.093 -4.798
C 0.867 -4.853 -4.379
H 1.017 -5.486 -1.079
H 1.804 -7.634 -2.004
H 1.389 -6.304 -5.863
H 0.615 -4.087 -5.103
F -1.705 0.217 1.727
Te -1.345 -2.621 1.767
F -1.555 -4.171 2.907
F -0.108 -3.764 0.842
F -2.406 -3.745 0.655
F -3.224 -2.117 2.121
O -1.280 -1.325 -0.025
*
```

Computed, not measured: 11 unconnected molecules or ions with the total composition H22O11, with ωB97M-V/def2-TZVPD.

Values from the calculation:
Structure (SMILES): O.O.O.O.O.O.O.O.O.O.O
E_LUMO: -0.262 eV
Electronic energy: -840.79332 hartree
ΔE to the lowest compared entry with this formula, charge and spin: 54.5 kcal per mole

Structure (ORCA input):
```
! wB97M-V def2-TZVPD RIJCOSX def2/J DEFGRID3
* xyz 0 1
O 0.810 3.288 1.562
H 1.624 3.344 1.074
H 0.696 4.161 1.837
O -2.469 -0.191 1.111
H -2.896 -0.902 1.642
H -1.623 -0.493 1.010
O -0.359 -3.524 -0.618
H -1.110 -2.940 -0.890
H -0.699 -4.374 -0.457
O 0.160 -1.133 -1.877
H 0.499 -2.005 -1.708
H -0.078 -1.011 -2.813
O -1.048 2.651 -0.230
H -1.907 2.945 -0.205
H -0.708 2.899 0.578
O 0.144 -0.308 0.702
H -0.065 0.549 0.771
H 0.136 -0.420 -0.237
O -1.774 1.156 -2.595
H -1.223 1.450 -1.929
H -2.335 0.531 -2.164
O 1.937 1.099 -1.826
H 1.422 0.331 -2.012
H 2.723 0.747 -1.439
O 1.229 -2.590 1.766
H 0.502 -3.207 1.391
H 0.982 -1.680 1.442
O 3.413 -1.143 -0.524
H 2.942 -1.307 0.214
H 2.888 -1.683 -1.181
O -1.317 1.647 2.435
H -0.700 1.262 3.049
H -1.795 0.852 2.123
*
```

Computed, not measured: 2 unconnected molecules or ions with the total composition C2H4ClFO2, with ωB97M-V/def2-TZVPD.

Values from the calculation:
E_LUMO (alpha / beta): 0.788 / 0.716 eV
Electronic energy: -789.00616 hartree
ΔE to the lowest compared entry with this formula, charge and spin: 85.5 kcal per mole

Structure (ORCA input):
```
! wB97M-V def2-TZVPD RIJCOSX def2/J DEFGRID3
* xyz 0 1
C 1.177 0.175 0.237
C -1.226 -0.399 0.459
O 1.158 1.492 0.195
O -1.165 -1.478 -0.343
F 1.321 -0.468 -0.926
Cl -1.969 0.999 -0.251
H 1.984 -0.169 0.802
H -1.195 -0.473 1.540
H 1.603 1.836 -0.608
H -1.687 -1.516 -1.105
*
```